No. 1
Molecular formula: C34H20BCl3F4N8SV
Method: DFT, ωB97M-V/def2-TZVPD

```
72
Properties=species:S:1:pos:R:3:forces:R:3:nbo_charge:R:1
V 0.041 -0.736 0.218 -0.4 -0.4 0.1 1.11
C -1.923 2.364 -3.489 0.0 0.1 0.0 -0.27
C -2.220 1.591 -2.349 0.0 0.0 0.0 0.06
N -1.531 1.630 -1.242 0.0 -0.1 -0.1 -0.39
C -0.451 2.448 -1.182 0.0 0.1 0.0 0.09
C -0.111 3.320 -2.243 0.0 -0.1 0.0 0.00
C -0.875 3.238 -3.428 0.0 -0.1 0.0 -0.16
C 0.981 4.207 -2.109 0.1 0.1 0.0 -0.26
C 1.717 4.183 -0.961 0.0 0.1 -0.1 -0.18
C 1.430 3.276 0.075 -0.1 -0.2 0.1 -0.27
C 0.373 2.390 -0.004 0.1 0.1 -0.1 0.26
N 0.115 1.358 0.886 -0.1 -0.4 0.2 -0.69
C 0.293 1.484 2.215 0.0 0.3 0.0 0.19
C 0.563 2.659 2.941 0.0 0.0 -0.1 -0.34
C 0.726 2.658 4.328 0.0 0.0 0.1 -0.18
C 0.606 1.519 5.086 0.0 0.1 0.0 -0.30
C 0.249 0.322 4.427 -0.1 0.0 0.0 -0.09
C -0.034 -0.874 5.126 0.0 -0.1 0.0 -0.14
C -0.473 -1.979 4.456 0.0 0.1 0.0 -0.26
C -0.597 -1.914 3.059 0.0 0.0 -0.1 0.07
N -0.299 -0.833 2.378 0.2 0.0 -0.2 -0.51
C 0.098 0.296 3.021 -0.1 0.1 0.3 0.19
H -2.512 2.247 -4.389 0.0 0.0 0.0 0.20
H -3.058 0.897 -2.372 0.0 0.0 0.0 0.18
H -0.587 3.846 -4.277 0.0 0.0 0.0 0.22
H 1.242 4.849 -2.941 0.0 0.0 0.0 0.22
H 2.582 4.829 -0.860 0.0 0.0 0.0 0.20
H 2.114 3.208 0.908 0.0 0.0 0.0 0.21
H 0.636 3.599 2.417 0.0 0.0 0.0 0.22
H 0.951 3.602 4.813 0.0 0.0 0.0 0.19
H 0.740 1.523 6.160 0.0 0.0 0.0 0.19
H 0.091 -0.887 6.203 0.0 0.0 0.0 0.20
H -0.697 -2.909 4.960 0.0 0.0 0.0 0.22
H -0.910 -2.780 2.494 0.0 0.0 0.0 0.23
C -3.088 0.122 1.423 0.0 0.0 0.0 -0.65
C -3.151 -1.043 0.479 0.0 0.0 0.0 0.26
C -4.335 -1.815 0.392 0.0 -0.1 0.0 -0.28
C -4.376 -2.888 -0.444 0.0 0.1 0.0 -0.12
C -3.271 -3.182 -1.275 0.1 0.1 0.0 -0.11
C -3.289 -4.245 -2.201 0.0 0.0 0.0 -0.26
C -2.209 -4.418 -3.027 -0.1 0.0 0.0 -0.19
C -1.116 -3.546 -2.980 0.0 0.0 0.0 -0.24
C -1.043 -2.481 -2.090 0.1 -0.1 -0.2 -0.14
S 0.279 -1.360 -2.169 0.0 0.2 0.1 -0.25
C -2.139 -2.336 -1.177 -0.2 0.0 -0.1 0.20
N -2.098 -1.328 -0.252 0.4 0.1 0.1 -0.49
H -4.053 0.633 1.449 0.0 0.0 0.0 0.20
H -2.313 0.817 1.098 0.0 0.0 0.0 0.28
H -2.859 -0.216 2.436 0.0 0.0 0.0 0.22
H -5.181 -1.547 1.013 0.0 0.0 0.0 0.20
H -5.258 -3.517 -0.507 0.0 0.0 0.0 0.20
H -4.153 -4.898 -2.244 0.0 0.0 0.0 0.19
H -2.196 -5.233 -3.742 0.0 0.0 0.0 0.20
H -0.293 -3.688 -3.667 0.0 0.0 0.0 0.22
F 1.837 -4.871 0.626 0.0 0.0 0.0 -0.56
B 1.060 -4.008 1.387 0.2 -0.1 0.0 1.35
F 1.860 -3.272 2.276 0.0 0.0 0.0 -0.57
F 0.081 -4.723 2.100 0.0 0.0 0.0 -0.57
F 0.388 -3.080 0.513 -0.2 0.2 0.0 -0.56
N 2.840 1.324 -2.005 0.1 -0.1 0.0 -0.43
C 3.223 1.769 -3.002 0.0 -0.1 0.0 0.34
C 3.701 2.314 -4.213 -0.1 0.1 0.1 -0.63
C 2.922 3.246 -4.918 -0.1 0.1 -0.1 0.34
N 2.280 4.016 -5.501 0.0 0.0 0.0 -0.48
C 4.987 1.983 -4.676 0.1 0.0 -0.1 0.33
N 6.046 1.716 -5.061 0.0 0.0 0.0 -0.46
Cl 5.139 -2.500 1.282 0.0 0.0 0.0 0.08
C 4.658 -0.821 0.993 0.3 0.0 0.0 -0.19
Cl 5.505 -0.160 -0.408 0.0 0.0 0.0 0.10
Cl 5.018 0.161 2.439 0.0 0.0 0.0 0.04
C 3.228 -0.780 0.755 -0.3 0.0 -0.1 0.30
N 2.100 -0.774 0.572 0.2 0.2 0.0 -0.29
```
Forces are in eV/Å.

Its HOMO-LUMO gap (alpha / beta) is 5.887 / 6.238 eV. The spin multiplicity is 4. The total charge is -2. The HOMO energy (alpha / beta) comes out at -1.84 / -2.20 eV.


No. 2
Molecular formula: C34H21Cl2KN9OS2
Method: DFT, ωB97M-V/def2-TZVPD

```
70
Properties=species:S:1:pos:R:3:forces:R:3:nbo_charge:R:1
K 0.065 -0.214 -0.157 -1.0 1.1 0.2 0.90
S -2.459 1.904 0.107 0.0 -0.3 -0.2 -0.45
C -3.405 0.473 0.208 0.0 0.0 0.2 0.19
N -4.691 0.519 0.395 0.1 0.0 -0.2 -0.37
N -5.405 -0.694 0.382 0.0 -0.3 0.2 -0.47
C -5.898 -1.206 -0.809 0.0 0.1 -0.1 0.28
C -5.338 -0.886 -2.049 0.0 0.0 0.0 -0.29
C -5.841 -1.463 -3.204 0.0 0.0 0.0 -0.19
C -6.896 -2.366 -3.164 0.0 0.0 0.0 -0.28
C -7.459 -2.675 -1.931 0.0 0.0 0.0 -0.20
C -6.975 -2.098 -0.769 0.0 0.0 0.0 -0.30
N -2.648 -0.757 0.329 -0.3 0.2 0.4 -0.25
N -3.150 -1.786 -0.143 0.2 -0.1 -0.1 -0.16
C -2.496 -3.002 0.277 -0.2 0.2 -0.1 0.16
C -1.280 -3.071 0.946 0.1 0.0 -0.1 -0.23
C -0.790 -4.296 1.360 0.0 0.0 0.0 -0.19
C -1.514 -5.457 1.112 0.0 0.0 0.0 -0.21
C -2.722 -5.388 0.431 0.0 0.0 0.0 -0.22
C -3.209 -4.160 0.007 0.0 -0.1 0.0 -0.21
H -6.113 -0.670 1.099 -0.1 0.1 0.0 0.36
H -4.521 -0.182 -2.099 0.0 0.0 0.0 0.23
H -5.392 -1.203 -4.155 0.0 0.0 0.0 0.20
H -7.275 -2.815 -4.072 0.0 0.0 0.0 0.20
H -8.288 -3.371 -1.872 0.0 0.0 0.0 0.20
H -7.422 -2.346 0.188 0.0 0.0 0.0 0.20
H -0.697 -2.175 1.092 -0.1 -0.1 0.2 0.20
H 0.174 -4.351 1.848 0.0 0.0 0.0 0.22
H -1.123 -6.415 1.430 0.0 0.0 0.0 0.21
H -3.281 -6.291 0.222 0.0 0.0 0.0 0.21
H -4.149 -4.069 -0.525 0.0 0.0 0.0 0.23
S 1.741 5.521 5.505 0.0 0.0 0.0 0.88
N 1.256 3.995 5.723 0.0 0.0 0.0 -0.61
C 1.084 3.474 4.521 -0.1 -0.2 0.0 0.12
C 0.637 2.117 4.240 0.0 0.2 0.1 -0.05
C 0.265 1.233 5.250 0.0 0.0 0.0 -0.14
C -0.183 -0.018 4.899 0.0 0.0 0.0 -0.25
C -0.230 -0.347 3.544 0.0 0.0 0.0 0.07
N 0.132 0.474 2.574 0.1 0.1 0.1 -0.41
C 0.549 1.704 2.908 0.0 0.1 -0.2 0.16
C 0.870 2.652 1.804 -0.1 -0.2 0.1 0.27
N 0.747 2.199 0.555 0.2 0.5 0.1 -0.42
C 0.931 3.041 -0.445 0.0 0.0 0.1 0.08
C 1.267 4.383 -0.270 0.0 0.0 0.0 -0.25
C 1.432 4.851 1.013 0.0 0.0 0.0 -0.13
C 1.232 3.974 2.076 0.0 0.1 0.2 -0.13
C 1.367 4.383 3.466 0.0 0.0 -0.2 0.13
N 1.748 5.575 3.890 0.0 0.0 0.0 -0.60
H 0.327 1.550 6.283 0.0 0.0 0.0 0.23
H -0.499 -0.735 5.643 0.0 0.0 0.0 0.22
H -0.588 -1.324 3.236 0.0 0.0 0.0 0.20
H 0.805 2.634 -1.443 0.0 0.0 0.0 0.20
H 1.392 5.030 -1.128 0.0 0.0 0.0 0.22
H 1.699 5.880 1.216 0.0 0.0 0.0 0.23
Cl 1.815 -4.886 -0.963 0.0 0.0 0.0 -0.03
C 2.899 -3.571 -0.592 0.1 0.0 0.1 -0.20
C 4.214 -3.880 -0.243 -0.1 -0.1 0.0 -0.20
C 5.117 -2.896 0.041 0.0 0.1 0.0 -0.13
Cl 6.759 -3.334 0.477 -0.1 0.0 0.0 -0.06
C 4.737 -1.537 -0.027 0.1 0.1 0.0 -0.03
C 5.616 -0.461 0.231 0.0 -0.1 0.0 -0.18
C 5.168 0.821 0.118 0.0 0.1 0.0 -0.27
C 3.827 1.041 -0.245 0.0 0.0 0.1 0.02
N 2.975 0.075 -0.477 0.1 -0.2 0.0 -0.42
C 3.400 -1.214 -0.379 -0.1 0.0 -0.1 0.04
C 2.402 -2.255 -0.681 0.1 0.0 -0.2 0.45
O 1.221 -1.961 -1.002 0.9 -1.2 -0.5 -0.79
H 4.518 -4.918 -0.203 0.0 0.0 0.0 0.23
H 6.639 -0.671 0.514 0.0 0.0 0.0 0.22
H 5.823 1.662 0.307 0.0 0.0 0.0 0.21
H 3.452 2.057 -0.335 0.0 0.0 0.0 0.18
```
Forces are in eV/Å.

The calculation puts the relative energy (zero: lowest compared OMol25 entry of this formula, charge and spin) at 76.3 kJ/mol. Its HOMO-LUMO gap is 5.567 eV. The total charge is -1. The HOMO energy comes out at -4.31 eV.


No. 3
Molecular formula: C34H21ClIInNO2S
Method: DFT, ωB97M-V/def2-TZVPD

```
62
Properties=species:S:1:pos:R:3:forces:R:3:nbo_charge:R:1
In -13.776 13.198 10.878 -0.7 0.0 0.5 1.66
Cl -13.117 18.595 15.648 0.2 0.1 -0.4 -0.03
C -13.098 17.639 14.184 -0.3 -0.1 -0.8 -0.06
C -12.915 18.186 12.923 -0.1 0.1 1.4 -0.21
C -13.000 17.399 11.773 -0.1 -0.5 -0.6 -0.30
I -12.689 18.204 9.906 0.1 0.4 -0.5 0.15
C -13.280 16.018 11.766 0.6 1.8 2.1 0.44
O -13.320 15.262 10.765 -0.2 -0.2 -1.5 -0.77
C -13.454 15.502 13.097 -0.2 -0.3 -0.7 0.09
N -13.755 14.186 13.093 -0.2 -0.4 -0.2 -0.46
C -14.005 13.585 14.207 0.1 -1.2 2.1 0.08
C -13.897 14.236 15.477 -0.2 0.3 -1.0 -0.26
C -13.636 15.575 15.462 -0.2 -0.6 1.4 -0.13
C -13.394 16.262 14.277 0.2 0.4 -0.4 -0.11
H -12.716 19.255 12.893 0.0 -0.2 -0.4 0.24
H -14.270 12.516 14.200 0.1 0.5 -0.3 0.20
H -14.044 13.764 16.440 -0.1 -0.4 -0.3 0.22
H -13.647 16.069 16.428 0.2 0.3 -0.3 0.23
C -9.295 8.475 5.222 0.5 2.2 -0.6 -0.74
C -9.244 7.056 5.430 -0.9 -0.6 1.7 0.45
O -8.714 6.294 4.702 1.0 -1.6 -1.4 -0.55
S -10.070 6.386 6.883 0.1 0.0 0.3 0.21
C -10.485 7.863 7.767 -0.6 0.7 -0.1 -0.23
C -11.773 8.391 7.666 -0.2 0.2 -0.1 -0.15
C -12.131 9.596 8.257 0.3 0.5 0.6 -0.19
C -11.138 10.293 8.971 -0.7 0.8 0.8 -0.13
C -9.827 9.811 9.003 -0.4 1.9 0.6 -0.19
C -9.531 8.631 8.436 0.8 -1.8 -0.6 -0.23
C -11.502 11.441 9.808 0.3 -1.4 -1.3 0.04
C -11.947 12.289 10.543 0.3 0.3 0.3 -0.56
H -8.991 8.669 4.196 0.0 0.1 -0.1 0.24
H -8.613 9.018 5.880 0.1 -0.2 0.0 0.25
H -10.255 8.911 5.418 -0.6 0.1 0.0 0.25
H -12.533 7.907 7.087 -0.2 -0.5 -0.2 0.22
H -13.159 10.001 8.198 0.7 -0.4 0.0 0.26
H -9.052 10.447 9.447 -0.3 -0.5 0.1 0.22
H -8.516 8.280 8.519 0.3 -0.3 -0.2 0.21
C -15.616 12.276 10.371 0.3 0.8 -1.4 -0.67
C -15.489 12.492 9.099 0.1 -0.3 0.6 -0.09
C -15.355 12.648 7.729 -0.1 -1.2 -0.3 -0.39
C -15.075 11.417 6.866 -1.1 -0.3 1.1 0.01
C -14.233 11.462 5.757 0.2 0.6 0.3 -0.19
C -14.033 10.354 4.931 0.8 1.0 -1.2 -0.24
C -14.644 9.160 5.231 0.2 -0.1 0.1 -0.27
C -15.412 9.041 6.371 -0.2 -0.4 0.2 -0.23
C -15.678 10.142 7.151 0.3 1.1 0.8 -0.23
C -15.547 13.975 7.105 0.1 -1.9 0.4 0.07
C -15.852 14.087 5.748 0.0 1.3 -0.9 -0.26
C -15.956 15.311 5.093 -0.4 0.1 0.5 -0.21
C -15.904 16.506 5.844 0.4 -0.4 -0.4 -0.28
C -15.601 16.394 7.190 0.0 -0.7 1.0 -0.19
C -15.416 15.123 7.832 0.3 3.2 0.9 -0.26
H -13.734 12.435 5.668 0.0 -0.5 -0.7 0.21
H -13.401 10.449 3.996 -0.7 -0.1 1.3 0.20
H -14.505 8.277 4.655 0.3 -0.4 -0.7 0.20
H -15.773 8.035 6.608 -0.2 0.5 0.2 0.20
H -16.284 10.036 8.058 0.1 0.2 -0.3 0.22
H -16.021 13.228 5.148 0.1 -0.8 -0.2 0.21
H -16.130 15.302 4.012 -0.1 0.2 0.4 0.20
H -16.050 17.490 5.381 0.1 -0.4 0.2 0.20
H -15.493 17.305 7.795 -0.1 -0.4 -0.2 0.20
H -15.121 15.169 8.927 -0.5 -0.4 -1.5 0.22
```
Forces are in eV/Å.

The calculation puts the relative energy (zero: lowest compared OMol25 entry of this formula, charge and spin) at 37.7 kJ/mol. Its HOMO-LUMO gap is 5.171 eV. The total charge is -1. The HOMO energy comes out at -3.34 eV.